[1]
Here is a structure of composition C25H23N7O3PtS3Se from the OMol25 dataset. Energies are from the ωB97M-V functional and the def2-TZVPD basis.

```
! RIJCOSX wB97M-V def2-TZVPD def2/J DEFGRID3
* xyz 2 1
C 0.35 3.77 0.74
C 2.04 0.44 2.64
C 1.06 -1.32 -1.94
H 2.13 4.88 1.19
H -4.99 0.97 3.18
Se -1.13 -6.95 -1.60
C -0.37 -2.45 0.08
N 0.31 1.54 1.52
H 1.62 -0.81 -2.72
N 2.33 3.04 -4.35
H 1.08 0.42 -0.67
H 3.23 2.97 2.34
C -2.40 -3.85 3.45
H 3.72 -2.18 4.21
C 1.56 1.67 2.03
N -1.68 -6.36 -0.02
Pt -0.57 -0.27 1.88
H -0.84 2.90 -6.67
H -0.15 4.57 0.22
N -0.38 -5.41 -2.04
H 2.19 4.90 -5.33
H -2.02 -1.82 4.14
H 2.82 3.59 -6.35
H -4.06 0.90 4.71
N -1.31 -2.13 2.24
C -4.12 0.55 3.68
C 0.15 3.15 -6.28
C -1.56 -4.29 1.25
N 0.05 -1.16 0.19
H 0.88 -3.21 -2.95
C 1.06 2.86 -3.97
H 0.85 2.39 -6.63
S 3.53 0.09 3.39
H -0.85 3.01 -4.42
O -2.63 0.52 1.48
O -2.73 2.58 2.85
N 0.07 3.13 -4.82
C 1.21 -0.65 2.66
C 0.76 -0.61 -0.79
C 1.62 3.93 1.28
S 0.70 2.31 -2.40
C 1.78 -1.79 3.27
C -2.23 -4.72 2.40
C -1.93 -2.54 3.34
O -1.48 0.55 3.53
H -2.59 -5.74 2.45
C -0.57 -4.59 -1.04
H -2.89 -4.16 4.36
C -0.29 2.55 0.88
C 3.05 -1.52 3.70
C 0.65 -2.63 -2.07
C -1.30 -5.12 0.08
C -0.08 -3.21 -1.03
C -1.11 -2.98 1.21
H 0.43 4.12 -6.68
H 3.82 4.28 -5.08
H 2.99 2.79 -3.63
H -4.13 -0.54 3.63
S -2.71 1.16 2.83
H 1.30 -2.75 3.39
C 2.23 2.87 1.92
H -1.27 2.37 0.49
C 2.81 4.00 -5.35
*
```

Properties
Relative energy (zero: lowest compared OMol25 entry of this formula, charge and spin)   21.9 kcal/mol
HOMO-LUMO gap   6.06 eV

---

[2]
Here is a structure of composition C11H27CoN3O7 in a non-equilibrium geometry from the OMol25 dataset. Energies are from the ωB97M-V functional and the def2-TZVPD basis.

```
! RIJCOSX wB97M-V def2-TZVPD def2/J DEFGRID3
* xyz -2 4
H -24.91 -19.50 19.51
O -23.57 -16.52 10.20
C -23.60 -12.07 13.94
H -21.68 -18.73 15.49
H -19.90 -17.15 16.36
C -23.89 -19.50 19.14
H -20.55 -15.51 11.55
C -22.39 -18.58 17.61
H -22.31 -16.44 17.02
O -23.75 -18.67 18.02
O -23.78 -14.38 16.47
N -23.98 -11.69 15.18
H -20.88 -17.05 11.53
H -20.72 -12.06 14.52
H -26.50 -16.24 15.31
H -19.17 -15.03 15.77
H -26.20 -14.77 14.52
H -25.85 -14.10 16.89
H -24.12 -12.44 15.84
H -25.34 -15.65 17.23
H -20.35 -16.68 14.88
H -23.36 -18.31 15.67
H -23.15 -19.41 19.94
H -24.01 -10.23 13.23
H -20.18 -12.41 16.21
O -20.96 -14.04 15.12
H -21.52 -16.07 9.53
H -22.69 -14.82 10.17
H -23.58 -11.40 12.05
C -20.62 -16.47 15.91
C -25.15 -14.85 16.51
O -24.77 -16.16 14.17
C -21.45 -16.13 11.59
Co -22.78 -15.24 14.72
H -19.22 -12.93 14.81
H -23.75 -20.54 18.84
H -22.10 -19.62 17.70
O -22.12 -16.12 12.89
H -21.79 -18.04 18.35
C -25.69 -15.54 15.09
C -22.30 -15.83 10.25
H -24.22 -10.73 15.35
C -20.23 -12.78 15.18
C -20.23 -15.01 16.01
H -20.22 -14.61 17.03
N -23.67 -11.16 13.02
O -23.25 -13.18 13.70
N -22.11 -16.68 16.05
C -22.38 -18.15 16.10
*
```

Properties
HOMO-LUMO gap (alpha / beta)   2.70 / 2.70 eV

---

[3]
Here is a structure of composition C37H43ClCsN3O2Si in a non-equilibrium geometry from the OMol25 dataset. Energies are from the ωB97M-V functional and the def2-TZVPD basis.

```
! RIJCOSX wB97M-V def2-TZVPD def2/J DEFGRID3
* xyz -2 1
H -2.38 -2.21 1.01
H 0.96 -2.05 1.95
C 6.11 3.57 -0.89
H -1.35 -0.84 -2.97
C -0.01 -5.20 -1.71
H -1.49 -6.72 -2.08
Cs 1.59 -0.43 -0.68
C 5.42 4.22 -1.87
H 1.66 -3.02 4.14
H -3.38 -2.79 -2.30
H -5.28 0.27 1.01
H -2.00 2.54 -2.59
H 6.09 2.24 0.79
H -1.26 -1.09 1.77
C 4.02 4.00 -1.97
C 1.34 3.44 -2.12
C -3.14 -0.15 1.24
H -5.32 1.90 -0.91
H 1.27 4.80 -3.80
C -2.32 3.32 0.03
H -3.09 0.48 3.32
H -5.03 -1.17 -3.02
H -2.78 -1.27 -3.94
C -2.90 0.91 2.32
N 2.25 -0.47 2.05
C -2.31 -1.36 1.69
C -3.02 2.73 -2.23
O 2.72 -3.18 -0.43
H -4.82 2.42 0.69
C 1.14 -4.85 -1.01
H -3.79 -2.38 -0.63
C -3.12 -2.13 -1.46
Cl -0.72 -8.94 -0.47
C 2.12 -2.10 3.79
N 3.41 1.69 0.86
H 5.91 4.88 -2.58
C 3.06 -1.43 4.51
C 1.71 -5.77 -0.14
H 0.29 3.18 -2.17
C -0.59 -6.45 -1.55
C 3.22 0.19 2.73
H -1.87 1.27 2.30
C 1.14 -7.03 0.03
C 4.71 2.09 2.91
H -2.10 -2.37 -1.16
C -4.64 2.56 -0.38
C 3.23 4.61 -2.97
H -0.43 -4.46 -2.38
H -4.85 -1.40 0.67
H -2.64 4.35 -0.19
H 2.59 -5.47 0.41
H 5.76 2.28 4.77
H -3.71 2.20 -2.89
C 5.07 1.67 4.20
C 0.00 -7.35 -0.68
C -4.62 -0.55 1.31
H -4.94 3.60 -0.62
C 5.48 2.74 0.05
H 3.37 -1.79 5.49
H 5.13 3.01 2.54
H -2.65 -1.71 2.68
C 3.36 3.14 -1.06
C -3.18 2.32 -0.76
Si -2.37 0.49 -0.50
H 3.71 5.29 -3.67
H 1.58 -7.75 0.71
H -4.89 -0.83 2.34
C -3.24 -0.66 -1.90
H -3.56 1.78 2.21
O 1.28 -2.75 -2.09
C -2.39 -0.57 -3.18
C 3.63 -0.24 4.01
H -2.39 0.43 -3.62
N 2.04 2.87 -1.17
H -1.26 3.23 -0.24
C 1.73 -1.56 2.54
H -4.84 0.56 -2.74
C 1.90 4.35 -3.05
H -3.22 3.80 -2.34
H -5.37 -0.48 -1.43
H 7.19 3.70 -0.82
C 1.78 -3.47 -1.20
C 4.58 0.51 4.75
H -2.39 3.18 1.11
C -4.70 -0.42 -2.28
C 4.10 2.50 0.04
C 3.82 1.37 2.10
H 4.88 0.18 5.74
*
```

Properties
HOMO-LUMO gap   4.55 eV

---

[4]
Here is a structure of composition C3H10N2S in a non-equilibrium geometry from the OMol25 dataset. Energies are from the ωB97M-V functional and the def2-TZVPD basis.

```
! RIJCOSX wB97M-V def2-TZVPD def2/J DEFGRID3
* xyz 0 1
H 0.65 -0.78 0.35
S 0.53 -0.04 -1.11
C 1.42 -0.53 2.40
H 3.13 0.50 2.12
H -2.17 -0.84 -1.40
H -3.04 0.52 -2.05
H 1.76 1.00 1.18
H 0.25 -2.00 1.87
H -0.61 1.47 -2.57
C -2.08 -0.01 -2.09
N 2.13 0.57 2.03
H 1.32 -0.83 3.44
N 0.74 -1.19 1.54
H -1.17 1.63 -0.93
H -1.95 -0.37 -3.10
C -0.93 0.91 -1.70
*
```

Properties
Relative energy (zero: lowest compared OMol25 entry of this formula, charge and spin)   31.5 kcal/mol
HOMO-LUMO gap   7.76 eV

---

Copy entry 3 word for word.
Here is a structure of composition C37H43ClCsN3O2Si in a non-equilibrium geometry from the OMol25 dataset. Energies are from the ωB97M-V functional and the def2-TZVPD basis.

```
! RIJCOSX wB97M-V def2-TZVPD def2/J DEFGRID3
* xyz -2 1
H -2.38 -2.21 1.01
H 0.96 -2.05 1.95
C 6.11 3.57 -0.89
H -1.35 -0.84 -2.97
C -0.01 -5.20 -1.71
H -1.49 -6.72 -2.08
Cs 1.59 -0.43 -0.68
C 5.42 4.22 -1.87
H 1.66 -3.02 4.14
H -3.38 -2.79 -2.30
H -5.28 0.27 1.01
H -2.00 2.54 -2.59
H 6.09 2.24 0.79
H -1.26 -1.09 1.77
C 4.02 4.00 -1.97
C 1.34 3.44 -2.12
C -3.14 -0.15 1.24
H -5.32 1.90 -0.91
H 1.27 4.80 -3.80
C -2.32 3.32 0.03
H -3.09 0.48 3.32
H -5.03 -1.17 -3.02
H -2.78 -1.27 -3.94
C -2.90 0.91 2.32
N 2.25 -0.47 2.05
C -2.31 -1.36 1.69
C -3.02 2.73 -2.23
O 2.72 -3.18 -0.43
H -4.82 2.42 0.69
C 1.14 -4.85 -1.01
H -3.79 -2.38 -0.63
C -3.12 -2.13 -1.46
Cl -0.72 -8.94 -0.47
C 2.12 -2.10 3.79
N 3.41 1.69 0.86
H 5.91 4.88 -2.58
C 3.06 -1.43 4.51
C 1.71 -5.77 -0.14
H 0.29 3.18 -2.17
C -0.59 -6.45 -1.55
C 3.22 0.19 2.73
H -1.87 1.27 2.30
C 1.14 -7.03 0.03
C 4.71 2.09 2.91
H -2.10 -2.37 -1.16
C -4.64 2.56 -0.38
C 3.23 4.61 -2.97
H -0.43 -4.46 -2.38
H -4.85 -1.40 0.67
H -2.64 4.35 -0.19
H 2.59 -5.47 0.41
H 5.76 2.28 4.77
H -3.71 2.20 -2.89
C 5.07 1.67 4.20
C 0.00 -7.35 -0.68
C -4.62 -0.55 1.31
H -4.94 3.60 -0.62
C 5.48 2.74 0.05
H 3.37 -1.79 5.49
H 5.13 3.01 2.54
H -2.65 -1.71 2.68
C 3.36 3.14 -1.06
C -3.18 2.32 -0.76
Si -2.37 0.49 -0.50
H 3.71 5.29 -3.67
H 1.58 -7.75 0.71
H -4.89 -0.83 2.34
C -3.24 -0.66 -1.90
H -3.56 1.78 2.21
O 1.28 -2.75 -2.09
C -2.39 -0.57 -3.18
C 3.63 -0.24 4.01
H -2.39 0.43 -3.62
N 2.04 2.87 -1.17
H -1.26 3.23 -0.24
C 1.73 -1.56 2.54
H -4.84 0.56 -2.74
C 1.90 4.35 -3.05
H -3.22 3.80 -2.34
H -5.37 -0.48 -1.43
H 7.19 3.70 -0.82
C 1.78 -3.47 -1.20
C 4.58 0.51 4.75
H -2.39 3.18 1.11
C -4.70 -0.42 -2.28
C 4.10 2.50 0.04
C 3.82 1.37 2.10
H 4.88 0.18 5.74
*
```

Properties
HOMO-LUMO gap   4.55 eV